1.
ORCA calculation (ωB97M-V/def2-TZVPD) on a molecular structure, C4H6O2 at a distorted geometry.

Computed properties:
Total charge = 0
Total energy = -306.35088 Ha
F_max = 0.067 Eh/bohr
Energy relative to the best compared isomer or geometry (same formula, charge and spin) = 408.0 kJ/mol
Gap between HOMO and LUMO = 9.6091 eV
HOMO level = -9.276 eV

Each line ends with the Löwdin charge.
CARTESIAN COORDINATES (ANGSTROEM)
1 O 1.91470 -0.86221 0.00392  -0.101
2 C 1.08105 -0.30850 0.92043  -0.370
3 C 0.63747 0.46371 -0.22502  -0.096
4 C -0.47396 -0.24455 -0.97846  -0.089
5 C -1.50430 0.25777 -0.00639  -0.178
6 O -1.04958 1.24497 0.55433  0.043
7 H 1.52387 0.23505 1.75905  0.123
8 H 1.05890 1.40842 -0.55400  0.146
9 H -0.20726 -1.30247 -1.02521  0.131
10 H -0.69583 0.13396 -1.98655  0.132
11 H 0.22525 -0.93125 1.27717  0.122
12 H -2.51031 -0.09490 0.26074  0.136


2.
ORCA calculation (ωB97M-V/def2-TZVPD) on C4H6O2 in the gas phase.

Computed properties:
Total charge = 0
Total energy = -306.42595 Ha
SMILES = C[C@H]1O[C@H]1C=O
F_max = 0.010 Eh/bohr
Energy relative to the best compared isomer or geometry (same formula, charge and spin) = 210.9 kJ/mol
Gap between HOMO and LUMO = 10.8687 eV
HOMO level = -10.139 eV

Each line ends with the Löwdin charge.
CARTESIAN COORDINATES (ANGSTROEM)
1 C -1.38809 0.68737 0.27182  -0.029
2 C -0.57341 -0.59417 0.12218  -0.274
3 O -0.14690 -0.70532 -1.22458  -0.011
4 C 0.86312 -0.71856 -0.23692  -0.220
5 C 1.84230 0.39758 -0.07968  -0.191
6 O 3.01853 0.17154 0.07678  0.067
7 H -2.28326 0.51921 0.87596  0.076
8 H -0.84328 1.55470 0.65701  0.072
9 H -1.72065 0.94901 -0.74089  0.090
10 H -0.96457 -1.51166 0.57919  0.142
11 H 1.34224 -1.69447 -0.19284  0.150
12 H 1.43423 1.42675 -0.05042  0.130


3.
ORCA calculation (ωB97M-V/def2-TZVPD) on C4H6O2 in the gas phase.

Computed properties:
Total charge = 0
Total energy = -306.30532 Ha
F_max = 0.010 Eh/bohr
Energy relative to the best compared isomer or geometry (same formula, charge and spin) = 527.7 kJ/mol
Gap between HOMO and LUMO = 9.3681 eV
HOMO level = -8.758 eV

Each line ends with the Löwdin charge.
CARTESIAN COORDINATES (ANGSTROEM)
1 C 1.31964 -0.83167 0.15726  -0.045
2 C 0.10589 1.01191 -1.19095  0.083
3 O 0.23048 -0.60812 -0.75488  -0.189
4 C -0.90193 0.24526 -0.39844  -0.310
5 C -1.11289 0.62735 1.03636  -0.214
6 O -2.22459 0.82737 1.46353  0.072
7 H 1.93350 0.06568 0.22146  0.095
8 H 0.96472 -1.12990 1.14268  0.092
9 H 1.88179 -1.65560 -0.27513  0.099
10 H -0.18146 0.87284 -2.24529  0.040
11 H -1.80123 -0.20583 -0.81909  0.150
12 H -0.21391 0.78071 1.66250  0.129


4.
ORCA calculation (ωB97M-V/def2-TZVPD) on C4H6O2 in the gas phase.

Computed properties:
Total charge = 0
Total energy = -306.46106 Ha
SMILES = O=CCCC=O
F_max = 0.010 Eh/bohr
Energy relative to the best compared isomer or geometry (same formula, charge and spin) = 118.8 kJ/mol
Gap between HOMO and LUMO = 10.5917 eV
HOMO level = -9.778 eV

Each line ends with the Löwdin charge.
CARTESIAN COORDINATES (ANGSTROEM)
1 O 1.48543 0.46661 1.58116  0.053
2 C 1.20363 0.88690 0.48481  -0.282
3 O 1.10226 -1.51421 -0.71807  0.058
4 C -0.00831 -1.54520 -0.24488  -0.253
5 C -0.93620 -0.35137 -0.23217  -0.142
6 C -0.23313 1.00631 -0.00088  -0.141
7 H 1.98871 1.23456 -0.21503  0.124
8 H -0.41324 -2.47824 0.19326  0.125
9 H -1.41786 -0.34788 -1.21994  0.123
10 H -1.73533 -0.51990 0.49465  0.110
11 H -0.26061 1.61789 -0.90637  0.108
12 H -0.77535 1.54452 0.78346  0.118


5.
ORCA calculation (ωB97M-V/def2-TZVPD) on C4H6O2 in the gas phase.

Computed properties:
Total charge = 0
Total energy = -306.31725 Ha
F_max = 0.013 Eh/bohr
Energy relative to the best compared isomer or geometry (same formula, charge and spin) = 496.3 kJ/mol
Gap between HOMO and LUMO (alpha / beta) = 8.0910 / 7.6666 eV
HOMO level (alpha / beta) = -7.436 / -7.016 eV

Each line ends with the Löwdin charge.
CARTESIAN COORDINATES (ANGSTROEM)
1 C 0.23423 -1.24497 -1.08650  -0.083
2 C 0.30916 0.26094 -1.00233  -0.170
3 O -0.86265 1.02094 -1.14116  -0.006
4 C -0.06962 1.27616 0.02537  -0.298
5 C -0.50539 0.44444 1.05372  -0.144
6 O 0.11704 0.31600 2.23885  0.057
7 H 0.73583 -1.71199 -0.23229  0.079
8 H -0.79048 -1.63394 -1.15315  0.080
9 H 0.77723 -1.55797 -1.98483  0.069
10 H 0.94446 0.81720 2.21594  0.119
11 H 0.47343 2.21494 0.13831  0.150
12 H -1.36324 -0.20177 0.92808  0.147


6.
ORCA calculation (ωB97M-V/def2-TZVPD) on C4H6O2 in the gas phase.

Computed properties:
Total charge = 0
Total energy = -306.47880 Ha
SMILES = CC(=O)CC=O
F_max = 0.010 Eh/bohr
Energy relative to the best compared isomer or geometry (same formula, charge and spin) = 72.2 kJ/mol
Gap between HOMO and LUMO = 10.5959 eV
HOMO level = -9.941 eV

Each line ends with the Löwdin charge.
CARTESIAN COORDINATES (ANGSTROEM)
1 C -0.24251 -1.62313 0.49963  -0.011
2 C -0.20039 -0.14269 0.78896  -0.455
3 O 0.07852 0.31191 1.87687  0.084
4 C -0.45171 0.79420 -0.38895  -0.087
5 C 0.86356 1.41743 -0.81187  -0.252
6 O 1.29177 1.38593 -1.93817  0.061
7 H 0.51423 -1.86876 -0.25703  0.096
8 H -1.21703 -1.90570 0.08463  0.090
9 H -0.04556 -2.18665 1.41330  0.086
10 H -0.90997 0.29958 -1.24829  0.121
11 H -1.09553 1.60645 -0.03148  0.134
12 H 1.41462 1.91143 0.01239  0.132


7.
ORCA calculation (ωB97M-V/def2-TZVPD) on C4H6O2 in the gas phase.

Computed properties:
Total charge = 0
Total energy = -306.43174 Ha
SMILES = O=CC[C@H]1CO1
F_max = 0.010 Eh/bohr
Energy relative to the best compared isomer or geometry (same formula, charge and spin) = 195.8 kJ/mol
Gap between HOMO and LUMO = 10.9376 eV
HOMO level = -10.024 eV

Each line ends with the Löwdin charge.
CARTESIAN COORDINATES (ANGSTROEM)
1 C 0.95688 0.18667 0.33165  -0.103
2 C 0.66412 -1.02084 1.19208  -0.258
3 O -0.05080 -0.97130 2.16382  0.055
4 C -1.39612 0.46876 -0.67209  -0.110
5 O -0.53689 1.46391 -1.20545  -0.034
6 C 0.02798 0.20676 -0.87121  -0.306
7 H 2.00534 0.18178 0.01306  0.120
8 H 0.75505 1.08262 0.92507  0.133
9 H 1.11041 -1.98512 0.86396  0.126
10 H -2.12612 0.05206 -1.35479  0.111
11 H -1.77232 0.68022 0.32461  0.119
12 H 0.35011 -0.36984 -1.74077  0.147


8.
ORCA calculation (ωB97M-V/def2-TZVPD) on C4H6O2 in the gas phase at a distorted geometry.

Computed properties:
Total charge = 0
Total energy = -306.31572 Ha
F_max = 0.069 Eh/bohr
Energy relative to the best compared isomer or geometry (same formula, charge and spin) = 500.4 kJ/mol
Gap between HOMO and LUMO (alpha / beta) = 7.2003 / 8.7657 eV
HOMO level (alpha / beta) = -9.329 / -9.622 eV

Each line ends with the Löwdin charge.
CARTESIAN COORDINATES (ANGSTROEM)
1 C -1.51223 -0.35014 -0.51070  -0.003
2 C -0.45790 -0.44518 0.55936  -0.452
3 O -0.16983 -1.46458 1.15568  0.073
4 C 0.44639 0.77082 0.72389  -0.439
5 C 1.68993 0.03721 -0.21226  0.226
6 O 0.15614 1.88310 0.12490  0.045
7 H -1.10891 0.18002 -1.38017  0.086
8 H -1.85037 -1.35181 -0.78326  0.089
9 H -2.35607 0.25127 -0.15813  0.095
10 H 0.86209 0.84391 1.74967  0.147
11 H 1.53053 -0.22234 -1.27618  0.065
12 H 2.77024 -0.13230 0.00720  0.068